Record 1
Below is one molecule with the formula C2H6Br4OSi2 at a distorted geometry, with properties calculated with ωB97M-V/def2-TZVPD.

```
15
C2H6Br4OSi2 (ωB97M-V/def2-TZVPD)
C 1.47 0.31 2.40
C -1.03 0.13 -2.39
O -0.32 -0.34 0.34
Si 1.33 -0.15 0.62
Si -1.63 -0.30 -0.64
Br 1.97 1.45 -0.72
Br 2.29 -1.96 -0.17
Br -3.00 1.10 0.47
Br -2.62 -2.23 -0.28
H 0.47 0.41 2.84
H 1.96 -0.38 3.13
H 1.88 1.31 2.59
H -0.03 0.36 -2.35
H -1.21 -0.69 -3.10
H -1.53 0.99 -2.73
```

## Properties
- LUMO level (spin up / spin down) (eV) = 0.4 / -4.9
- ⟨S²⟩ = 2.007
- net charge = 0
- 2S+1 = 3
- gap between HOMO and LUMO (spin up / spin down) (eV) = 4.524 / 5.692

Record 2
Below is C2H6BrHfOS as an isolated structure at a distorted geometry, with properties calculated with ωB97M-V/def2-TZVPD.

```
12
C2H6BrHfOS (ωB97M-V/def2-TZVPD)
Hf -1.96 -2.96 -1.18
Br -2.78 -0.24 -1.76
C -0.62 1.20 0.52
S 0.08 -0.50 0.90
O -0.61 -1.42 -0.12
C 1.80 -0.18 0.24
H 0.02 1.99 0.92
H -1.65 1.13 0.87
H -0.61 1.42 -0.55
H 2.45 0.24 1.00
H 1.75 0.45 -0.65
H 2.14 -1.12 -0.19
```

## Properties
- LUMO level (spin up / spin down) (eV) = -11.1 / -11.4
- ⟨S²⟩ = 0.754
- net charge = +2
- 2S+1 = 2
- gap between HOMO and LUMO (spin up / spin down) (eV) = 6.641 / 6.347

Record 3
Below is C2H6BrLiNO5 as an isolated structure at a distorted geometry, with properties calculated with ωB97M-V/def2-TZVPD.

```
16
C2H6BrLiNO5 (ωB97M-V/def2-TZVPD)
Li -1.99 0.17 0.14
Br -6.00 0.26 0.37
N -1.81 -1.08 -4.26
O -1.17 -1.32 -3.28
O -2.15 -1.96 -5.02
O -2.26 0.02 -4.38
C 1.72 1.21 1.66
C 1.73 -0.30 1.86
O 0.45 -0.70 2.26
O 0.81 1.61 0.61
H 2.74 1.49 1.40
H 1.49 1.69 2.61
H 2.47 -0.65 2.58
H 2.11 -0.88 1.02
H 0.52 -1.63 2.49
H 1.34 2.05 -0.06
```

## Properties
- LUMO level (eV) = 1.4
- net charge = -1
- 2S+1 = 1
- gap between HOMO and LUMO (eV) = 5.698

Record 4
Below is a 2-piece molecular cluster, C2H6BrN3 overall at a distorted geometry, with properties calculated with ωB97M-V/def2-TZVPD.

```
12
C2H6BrN3 (ωB97M-V/def2-TZVPD)
C 0.86 -0.87 -0.56
C -1.98 0.66 0.20
N 0.29 -0.43 0.51
N 2.16 -1.28 -0.70
N -1.69 1.77 0.72
Br -3.06 -0.32 -0.71
H 0.06 -1.15 -1.19
H 0.88 -0.16 1.33
H 2.51 -1.65 -1.55
H 2.78 -1.11 0.11
H -0.77 1.77 1.24
H -2.06 2.78 0.61
```

## Properties
- LUMO level (spin up / spin down) (eV) = -12.4 / -12.5
- net charge = +2
- 2S+1 = 1
- gap between HOMO and LUMO (spin up / spin down) (eV) = 6.085 / 6.029

Record 5
Below is one molecule with the formula C2H6BrNOSi at a distorted geometry, with properties calculated with ωB97M-V/def2-TZVPD.

```
12
C2H6BrNOSi (ωB97M-V/def2-TZVPD)
N 0.14 -2.33 -0.21
C -0.34 -1.07 0.04
O -1.53 -0.84 -0.14
C 0.50 -0.01 0.57
Si -0.40 1.59 -0.22
Br 2.54 -0.22 -0.06
H 1.11 -2.43 -0.34
H -0.53 -2.93 -0.60
H 0.41 0.19 1.68
H -0.90 1.41 -1.52
H 0.85 2.39 -0.04
H -1.69 1.92 0.47
```

## Properties
- LUMO level (eV) = 0.0
- net charge = 0
- 2S+1 = 1
- gap between HOMO and LUMO (eV) = 10.249

Record 6
Below is C2H6BrOZn as an isolated structure at a distorted geometry, with properties calculated with ωB97M-V/def2-TZVPD.

```
11
C2H6BrOZn (ωB97M-V/def2-TZVPD)
Zn 1.21 -0.95 4.55
Br -0.78 -1.10 2.80
C 0.42 0.97 -0.58
C -0.45 -0.05 -1.35
O -0.18 -1.36 -0.85
H 1.33 0.45 -0.27
H -0.09 1.32 0.32
H 0.59 1.86 -1.18
H -0.39 -0.02 -2.43
H -1.51 0.15 -1.13
H -0.14 -1.26 0.11
```

## Properties
- LUMO level (eV) = -9.5
- net charge = +1
- 2S+1 = 1
- gap between HOMO and LUMO (eV) = 3.210

Record 7
Below is C2H6CeO3 as an isolated structure at a distorted geometry, with properties calculated with ωB97M-V/def2-TZVPD.

```
12
C2H6CeO3 (ωB97M-V/def2-TZVPD)
O 1.07 -1.11 1.68
C 1.86 -1.42 0.63
H 1.83 -2.49 0.33
H 2.93 -1.18 0.86
Ce -1.12 -0.50 1.97
O -1.92 -0.53 -0.13
H -1.35 -0.47 -0.92
C 1.70 0.67 -0.53
O 1.57 -0.72 -0.61
H 1.46 1.17 -1.48
H 1.03 1.08 0.25
H 2.74 0.90 -0.26
```

## Properties
- LUMO level (spin up / spin down) (eV) = -0.1 / -0.4
- ⟨S²⟩ = 2.001
- net charge = 0
- 2S+1 = 3
- gap between HOMO and LUMO (spin up / spin down) (eV) = 5.660 / 9.123

Record 8
Below is C2H6ClMgO as an isolated structure at a distorted geometry, with properties calculated with ωB97M-V/def2-TZVPD.

```
11
C2H6ClMgO (ωB97M-V/def2-TZVPD)
Mg -1.86 -0.08 2.94
Cl -0.40 -1.72 2.73
C 0.71 1.00 -0.29
C -0.01 -0.34 -0.52
O -0.83 -0.33 -1.72
H 1.23 0.92 0.67
H 0.07 1.87 -0.16
H 1.43 1.23 -1.08
H -0.68 -0.50 0.32
H 0.71 -1.16 -0.55
H -0.37 -0.91 -2.33
```

## Properties
- LUMO level (spin up / spin down) (eV) = 0.1 / -1.4
- ⟨S²⟩ = 0.751
- net charge = 0
- 2S+1 = 2
- gap between HOMO and LUMO (spin up / spin down) (eV) = 7.455 / 8.688

Record 9
Below is one molecule with the formula C2H6ClN3 at a distorted geometry, with properties calculated with ωB97M-V/def2-TZVPD.

```
12
C2H6ClN3 (ωB97M-V/def2-TZVPD)
H 1.64 -2.01 0.59
N 0.67 -1.99 0.17
C 0.03 -0.93 -0.08
N -1.29 -0.94 -0.27
N 0.65 0.34 -0.21
C -0.09 1.55 0.07
Cl 2.42 0.35 -0.01
H -1.62 -1.83 -0.22
H -1.64 -0.13 -0.67
H 0.69 2.39 0.48
H -0.67 1.81 -0.84
H -0.80 1.38 0.97
```

## Properties
- LUMO level (eV) = 0.5
- net charge = 0
- 2S+1 = 1
- gap between HOMO and LUMO (eV) = 9.349

Record 10
Below is a 2-piece molecular cluster, C2H6ClNO overall at a distorted geometry, with properties calculated with ωB97M-V/def2-TZVPD.

```
11
C2H6ClNO (ωB97M-V/def2-TZVPD)
C 0.55 -1.65 -0.04
C -0.24 1.35 0.20
N -0.84 0.35 -0.58
O 1.12 1.44 -0.06
Cl -2.30 -0.18 0.07
H -0.19 -2.36 -0.22
H 1.29 -1.57 -0.82
H 0.58 -1.49 0.92
H -0.83 2.36 -0.16
H -0.35 1.10 1.23
H 1.21 0.64 -0.55
```

## Properties
- LUMO level (spin up / spin down) (eV) = -0.1 / -0.8
- net charge = 0
- 2S+1 = 1
- gap between HOMO and LUMO (spin up / spin down) (eV) = 9.348 / 8.157

Record 11
Below is a 2-piece molecular cluster, C2H6ClNO overall at a distorted geometry, with properties calculated with ωB97M-V/def2-TZVPD.

```
11
C2H6ClNO (ωB97M-V/def2-TZVPD)
C 1.11 1.01 -0.84
C -1.03 0.69 0.20
N 0.14 0.36 -0.06
O -1.88 -0.13 0.77
Cl -0.27 -3.09 1.65
H 0.64 1.48 -1.87
H 1.67 1.71 -0.25
H 1.82 0.35 -1.15
H 0.59 -3.13 0.67
H -1.40 1.64 -0.25
H -1.39 -0.90 1.12
```

## Properties
- LUMO level (spin up / spin down) (eV) = 0.6 / -2.2
- ⟨S²⟩ = 2.005
- net charge = 0
- 2S+1 = 3
- gap between HOMO and LUMO (spin up / spin down) (eV) = 4.989 / 7.487

Record 12
Below is a 2-piece molecular cluster, C2H6ClNO3S overall at a distorted geometry, with properties calculated with ωB97M-V/def2-TZVPD.

```
14
C2H6ClNO3S (ωB97M-V/def2-TZVPD)
C 1.30 -0.32 -0.59
C 1.36 0.83 0.35
N 0.67 0.84 1.40
O -1.63 0.07 -1.12
O -3.43 0.46 0.52
O -2.52 -1.78 0.31
S -1.96 -0.21 0.26
Cl 0.62 -1.75 0.19
H 2.29 -0.57 -0.99
H 0.62 -0.06 -1.41
H 2.02 1.64 0.01
H 0.75 1.67 1.98
H -1.82 -2.42 0.19
H -3.99 0.46 -0.26
```

## Properties
- LUMO level (eV) = 0.8
- net charge = 0
- 2S+1 = 1
- gap between HOMO and LUMO (eV) = 10.646